## w
This record from the OMol25 dataset describes 2 unconnected molecules or ions with the total composition C4O3. The level of theory is ωB97M-V with the def2-TZVPD basis set.

Last column: Mulliken charge in e.
CARTESIAN COORDINATES (ANGSTROEM)
C (-0.4512, -0.3604, 0.0601)  -0.63
C (-1.6237, -0.0074, -0.1183)  0.69
C (1.5641, 1.1972, 0.5832)  0.09
C (0.6393, -1.0751, 0.0411)  0.77
O (1.4146, 1.7227, -0.4097)  -0.14
O (1.5813, -1.7280, 0.0198)  -0.35
O (-2.7451, 0.3081, -0.1782)  -0.43

The HOMO-LUMO gap comes out at 10.414 eV.

## x
This record from the OMol25 dataset describes 2 unconnected molecules or ions with the total composition C4O3. The level of theory is ωB97M-V with the def2-TZVPD basis set.

Last column: Mulliken charge in e.
CARTESIAN COORDINATES (ANGSTROEM)
C (0.0768, -0.3605, 0.3067)  -0.43
C (-0.9576, -0.4004, 1.1438)  0.56
C (1.8709, 0.7365, 0.1571)  0.12
C (-0.1982, -0.6540, -0.9233)  0.61
O (1.5381, 1.3268, -0.7934)  -0.21
O (-0.7634, -0.7670, -1.9031)  -0.28
O (-1.5668, 0.1185, 2.0122)  -0.36

The HOMO-LUMO gap comes out at 9.360 eV.

Relative to the most stable structure, the computed energies are w 0.0; x 145.6, all in kJ/mol.